{
  "formula": "C40H60BrFN2O4Si",
  "method": "ωB97M-V/def2-TZVPD",
  "species": ["C", "C", "C", "C", "C", "C", "C", "C", "C", "C", "C", "C", "C", "C", "C", "C", "C", "C", "C", "C", "Si", "F", "Br", "C", "C", "C", "C", "C", "C", "C", "C", "H", "H", "H", "H", "H", "H", "H", "H", "H", "H", "H", "H", "H", "H", "H", "H", "H", "H", "H", "H", "H", "H", "H", "H", "H", "H", "H", "H", "H", "H", "H", "H", "H", "H", "H", "H", "H", "H", "H", "H", "H", "H", "H", "H", "H", "H", "H", "H", "H", "H", "O", "N", "O", "C", "C", "C", "C", "C", "C", "H", "H", "H", "H", "H", "O", "N", "O", "C", "C", "C", "C", "C", "C", "H", "H", "H", "H", "H"],
  "positions_angstrom": [[1.8694, -2.2046, 4.4376], [1.4719, -2.8673, 3.0769], [2.5523, -3.8623, 2.6107], [3.6394, -3.2812, 1.6527], [3.7621, -1.7358, 1.6289], [5.2528, -1.3640, 1.3726], [5.6963, -1.6130, -0.0793], [5.3133, -0.4396, -1.0103], [6.4047, 0.6532, -1.0770], [6.4169, 1.3726, -2.4377], [5.0965, 2.0645, -2.7671], [4.7144, 3.1833, -1.7630], [3.1795, 3.3283, -1.5362], [2.8114, 3.3028, -0.0485], [1.2834, 3.4603, 0.1747], [0.9836, 4.7899, 0.8991], [-0.4933, 5.2020, 0.9145], [-1.4123, 4.2285, 1.6807], [-1.9463, 3.0526, 0.8197], [-3.4460, 3.2052, 0.4146], [-4.2798, 1.5409, 0.6410], [-5.7435, 1.6204, -0.0030], [-4.3760, 1.1709, 2.8664], [-3.1782, 0.2343, -0.1491], [-3.8732, -0.9311, -0.8539], [-3.6207, -1.0562, -2.2086], [-4.1410, -2.0706, -2.9661], [-4.9418, -3.0265, -2.3903], [-5.2162, -2.9005, -1.0523], [-4.6995, -1.8913, -0.2771], [-5.0482, -1.8929, 1.2011], [2.8569, -2.5413, 4.7654], [1.1212, -2.3692, 5.2138], [1.9838, -1.1237, 4.2822], [0.5801, -3.4612, 3.3090], [1.2088, -2.1198, 2.3277], [2.0317, -4.6489, 2.0459], [3.0354, -4.3823, 3.4427], [4.6030, -3.7256, 1.9276], [3.4357, -3.6195, 0.6316], [3.1810, -1.3782, 0.7725], [3.4994, -1.2570, 2.5733], [5.8724, -1.9744, 2.0402], [5.3967, -0.3063, 1.6300], [6.7927, -1.6946, -0.0634], [5.3288, -2.5679, -0.4690], [5.1598, -0.8384, -2.0181], [4.4121, 0.0315, -0.5983], [6.3230, 1.3767, -0.2601], [7.3813, 0.1598, -0.9771], [7.2458, 2.0959, -2.4266], [6.6763, 0.6413, -3.2149], [5.1062, 2.5123, -3.7700], [4.2705, 1.3465, -2.7723], [5.0693, 4.1272, -2.1983], [5.2408, 3.0811, -0.8084], [2.8705, 4.2810, -1.9872], [2.6611, 2.5290, -2.0840], [3.1437, 2.3464, 0.3702], [3.3103, 4.1529, 0.4309], [0.7425, 3.4635, -0.7790], [0.9220, 2.6455, 0.8134], [1.4238, 4.7603, 1.9045], [1.5430, 5.5700, 0.3585], [-0.5446, 6.1691, 1.4339], [-0.8257, 5.3865, -0.1152], [-2.2640, 4.8020, 2.0626], [-0.8592, 3.8593, 2.5519], [-1.8068, 2.1393, 1.4164], [-1.3010, 2.9417, -0.0538], [-3.9467, 4.0063, 0.9608], [-3.4532, 3.3919, -0.6680], [-2.4408, -0.1386, 0.5725], [-2.6001, 0.7613, -0.9183], [-2.9814, -0.3127, -2.6803], [-3.8848, -2.1301, -4.0210], [-5.3409, -3.8406, -2.9849], [-5.8757, -3.6565, -0.6305], [-5.3592, -2.8897, 1.5253], [-5.8306, -1.1592, 1.4167], [-4.1391, -1.6689, 1.7701], [3.2167, -0.1969, -4.8197], [2.5615, 0.8218, -4.7373], [2.0651, 1.2409, -3.7084], [2.3545, 1.6056, -5.9618], [2.8760, 1.1423, -7.1565], [2.6597, 1.8737, -8.3134], [1.9323, 3.0556, -8.2635], [1.4237, 3.5124, -7.0547], [1.6338, 2.7847, -5.8943], [3.4423, 0.2230, -7.1965], [3.0563, 1.5205, -9.2557], [1.7605, 3.6222, -9.1698], [0.8600, 4.4348, -7.0175], [1.2354, 3.1396, -4.9546], [-6.3523, -5.9267, 7.7814], [-7.1514, -6.2165, 6.9135], [-7.7361, -7.2790, 6.8385], [-7.4283, -5.2104, 5.8768], [-6.7537, -4.0030, 5.9103], [-7.0005, -3.0665, 4.9193], [-7.9173, -3.3429, 3.9129], [-8.5930, -4.5560, 3.8987], [-8.3486, -5.4983, 4.8852], [-6.0401, -3.7867, 6.6921], [-6.4780, -2.1190, 4.9268], [-8.1044, -2.6103, 3.1378], [-9.3089, -4.7687, 3.1162], [-8.8730, -6.4428, 4.8714]],
  "forces_ev_per_angstrom": [[0.166, 0.746, -0.956], [0.294, -0.767, 1.620], [-0.304, -0.040, -1.341], [-0.374, 0.129, 0.486], [1.537, -0.621, -0.416], [-0.609, -0.244, -0.227], [0.441, 0.578, 0.269], [0.547, -0.049, 0.557], [0.174, -0.492, -0.574], [0.184, 0.145, 0.192], [-0.369, 0.307, 0.401], [-0.185, 0.368, -0.615], [0.662, -0.073, -0.061], [-0.753, -0.005, -0.683], [0.357, 0.484, 0.725], [0.118, -0.006, -0.774], [0.303, 0.175, 0.739], [-0.023, 0.225, -0.569], [0.008, 0.160, 0.907], [0.589, -0.794, -0.382], [0.814, 0.656, 0.155], [0.044, -0.356, 0.205], [-0.195, 0.137, -0.328], [-0.640, -0.588, -0.030], [0.333, 0.347, -0.080], [0.410, 0.738, -0.204], [0.281, -0.277, -1.115], [-0.027, -0.014, -0.457], [-0.719, -1.065, -0.164], [-0.190, 0.188, 1.293], [0.648, -0.032, -0.319], [-0.239, -0.170, 0.130], [0.169, -0.015, -0.009], [-0.163, -0.096, 0.288], [-0.035, 0.168, -0.375], [0.107, -0.155, -0.036], [0.159, 0.014, 0.147], [-0.211, 0.301, 0.152], [-0.069, 0.129, -0.057], [0.012, 0.017, 0.138], [-0.245, 0.367, 0.470], [-0.445, -0.137, -0.183], [-0.072, 0.238, 0.084], [0.196, -0.139, -0.095], [-0.155, -0.090, -0.195], [-0.144, 0.116, 0.183], [-0.314, 0.267, 0.074], [-0.231, -0.249, -0.543], [-0.044, -0.171, -0.016], [-0.093, 0.156, 0.111], [-0.209, 0.027, -0.078], [-0.160, 0.067, 0.078], [0.149, -0.202, 0.058], [0.307, -0.178, 0.021], [0.121, -0.089, 0.269], [-0.152, -0.163, -0.088], [-0.222, -0.138, 0.158], [0.068, 0.292, 0.355], [0.205, 0.269, 0.119], [0.179, -0.369, 0.199], [0.102, -0.234, 0.081], [-0.128, -0.043, -0.356], [-0.268, -0.023, -0.030], [-0.098, -0.044, 0.130], [-0.020, -0.062, -0.192], [-0.131, -0.186, 0.133], [0.081, -0.177, 0.071], [-0.098, -0.007, -0.093], [-0.013, 0.070, -0.151], [-0.264, -0.062, -0.023], [0.025, -0.032, -0.170], [-0.413, 0.302, 0.188], [-0.210, 0.124, 0.084], [-0.065, 0.041, 0.178], [-0.056, -0.140, -0.018], [-0.071, 0.024, 0.116], [-0.026, 0.046, 0.130], [0.148, 0.209, 0.314], [-0.197, 0.172, -0.127], [0.139, -0.100, 0.178], [-0.307, 0.225, 0.130], [0.002, 0.057, 0.010], [0.006, -0.091, 0.082], [-0.150, -0.159, -0.222], [-0.041, 0.162, -0.233], [0.133, -0.180, -0.154], [-0.078, 0.116, 0.050], [0.001, 0.003, -0.006], [0.070, -0.084, -0.101], [-0.145, 0.196, 0.133], [-0.037, -0.004, 0.157], [0.011, -0.016, 0.028], [0.010, -0.005, 0.016], [0.006, -0.014, 0.030], [0.070, -0.135, 0.055], [-0.033, 0.011, -0.047], [0.017, -0.095, 0.114], [0.007, 0.057, -0.015], [-0.038, 0.191, -0.208], [0.184, 0.175, 0.092], [-0.105, -0.036, -0.112], [0.006, 0.003, -0.002], [0.092, 0.110, 0.036], [-0.182, -0.158, -0.137], [-0.037, -0.149, 0.045], [0.016, -0.025, 0.033], [0.000, -0.008, 0.017], [0.001, -0.024, 0.024], [0.095, -0.029, 0.128]],
  "mulliken_charge": [-1.109, -0.398, -0.832, -0.727, 0.094, -1.136, -0.855, 0.199, -0.539, -1.403, 0.165, -1.044, -0.026, -0.708, -0.348, -0.685, -1.013, -1.028, -0.223, -0.728, 0.713, -0.263, -0.323, -0.755, 0.599, -1.174, -0.563, -0.752, -0.423, 1.254, -1.428, 0.289, 0.336, 0.242, 0.382, 0.305, 0.298, 0.406, 0.257, 0.315, 0.247, 0.092, 0.499, 0.352, 0.394, 0.361, 0.366, -0.322, 0.187, 0.521, 0.368, 0.414, 0.461, -0.256, 0.373, 0.462, 0.376, 0.109, 0.090, 0.424, 0.331, 0.261, 0.259, 0.428, 0.374, 0.371, 0.451, 0.366, 0.274, 0.126, 0.497, 0.315, 0.399, 0.281, 0.346, 0.381, 0.381, 0.357, 0.446, 0.230, 0.286, -0.617, 1.063, -0.599, 0.181, -0.472, -0.444, -0.403, -0.548, -0.279, 0.454, 0.376, 0.378, 0.378, 0.489, -0.600, 1.004, -0.602, 0.115, -0.339, -0.399, -0.510, -0.426, -0.378, 0.439, 0.440, 0.423, 0.386, 0.443],
  "homo_ev": -9.0,
  "homo_lumo_gap_ev": 8.35,
  "energy_ev": -134259.425
}